w.
A 2-piece molecular cluster, C3H10S2 overall, computed with ωB97M-V/def2-TZVPD.

Orbital gap, eV: 8.94
Highest occupied orbital energy, Eh: -0.328
Spin multiplicity: 1
Lowest unoccupied orbital energy, eV: 0.025
Charge: 0

Element x y z (Å)
S  -0.66  4.13  1.74
S  1.06  3.17  2.61
H  -0.13  4.23  0.55
H  0.82  3.89  3.68
C  -0.07  -0.22  -1.34
C  0.04  -1.27  -0.13
C  -0.17  -2.70  -0.67
H  0.97  0.03  -1.60
H  -0.61  -0.78  -2.16
H  -0.65  0.73  -1.11
H  1.05  -1.09  0.31
H  -0.73  -1.17  0.60
H  0.21  -3.34  0.12
H  0.06  -2.66  -1.72
H  -1.20  -2.95  -0.87

natural (NBO) atomic charges, in units of e:
1. S -0.1303
2. S -0.1217
3. H 0.1250
4. H 0.1286
5. C -0.6176
6. C -0.3935
7. C -0.6331
8. H 0.2069
9. H 0.1953
10. H 0.2109
11. H 0.1946
12. H 0.1984
13. H 0.2217
14. H 0.2125
15. H 0.2025


x.
A 2-piece molecular cluster, C3H10S2 overall, computed with ωB97M-V/def2-TZVPD.

Orbital gap, eV: 9.44
Highest occupied orbital energy, Eh: -0.315
Spin multiplicity: 1
Lowest unoccupied orbital energy, eV: 0.868
Charge: 0

Element x y z (Å)
C  1.13  1.38  1.64
S  -0.08  0.61  2.74
H  0.92  1.67  0.64
H  1.98  0.68  1.63
H  1.70  2.14  2.18
H  0.80  0.17  3.66
C  0.92  -1.21  -1.31
S  -0.54  -0.14  -1.45
C  -1.24  -0.96  -2.91
H  1.86  -0.64  -1.16
H  0.89  -1.93  -0.46
H  1.02  -1.80  -2.21
H  -2.36  -0.97  -3.05
H  -1.13  -2.06  -2.75
H  -0.69  -0.84  -3.86

natural (NBO) atomic charges, in units of e:
1. C -0.7574
2. S -0.0322
3. H 0.2399
4. H 0.2141
5. H 0.2159
6. H 0.1189
7. C -0.7538
8. S 0.1910
9. C -0.7709
10. H 0.2226
11. H 0.2208
12. H 0.2211
13. H 0.2421
14. H 0.2132
15. H 0.2147


Most stable structure: x


w.
C2H3N2O as an isolated structure, computed with ωB97M-V/def2-TZVPD.

Orbital gap, eV: 9.19
Highest occupied orbital energy, Eh: -0.622
Spin multiplicity: 1
Lowest unoccupied orbital energy, eV: -7.719
Charge: +1

Element x y z (Å)
C  -0.79  -0.76  0.02
C  1.08  0.05  -0.03
N  -1.49  1.60  0.03
N  -1.49  0.49  0.12
O  -1.14  -1.87  0.02
H  1.03  0.11  -1.07
H  1.74  -0.58  0.48
H  1.07  0.97  0.43

natural (NBO) atomic charges, in units of e:
1. C 0.5957
2. C -0.3804
3. N 0.3834
4. N 0.0121
5. O -0.2897
6. H 0.2282
7. H 0.2453
8. H 0.2054


x.
An isolated ion of composition C2H3N2O and charge +1, computed with ωB97M-V/def2-TZVPD.

Orbital gap (spin up / spin down), eV: 9.10 / 7.94
Highest occupied orbital energy (spin up / spin down), Eh: -0.640 / -0.589
Spin multiplicity: 1
Lowest unoccupied orbital energy (spin up / spin down), eV: -8.316 / -8.089
Charge: +1

Element x y z (Å)
C  0.85  1.62  0.76
C  0.22  0.59  0.01
N  0.88  1.34  2.01
N  0.03  -0.45  0.99
O  0.48  0.04  2.16
H  -0.56  0.87  -0.73
H  0.71  0.31  -0.96
H  -0.84  -1.09  1.04

natural (NBO) atomic charges, in units of e:
1. C 0.4992
2. C -0.4930
3. N -0.1039
4. N -0.0694
5. O -0.0100
6. H 0.3554
7. H 0.3505
8. H 0.4711


Most stable structure: w


w.
C7H11O as an isolated structure, computed with ωB97M-V/def2-TZVPD.

Orbital gap, eV: 4.82
Highest occupied orbital energy, Eh: -0.086
Spin multiplicity: 1
Lowest unoccupied orbital energy, eV: 2.473
Charge: -1

Element x y z (Å)
C  -1.40  -2.09  0.95
O  -2.55  -2.56  1.50
C  -0.92  -0.78  1.59
C  0.44  -0.25  0.98
C  0.32  0.74  -0.19
C  -0.62  0.85  -1.20
C  2.05  1.54  -1.90
C  1.15  1.69  -0.81
H  -0.46  -2.79  1.02
H  -1.45  -1.85  -0.16
H  -1.69  -0.02  1.54
H  -0.80  -1.05  2.67
H  0.96  -1.17  0.69
H  1.05  0.21  1.79
H  -0.46  0.35  -2.18
H  -1.41  1.53  -1.12
H  2.72  2.33  -2.18
H  2.09  0.58  -2.50
H  1.00  2.74  -0.50

natural (NBO) atomic charges, in units of e:
1. C 0.0053
2. O -0.9429
3. C -0.4240
4. C -0.4487
5. C 0.0189
6. C -0.3614
7. C -0.5072
8. C -0.2031
9. H 0.0374
10. H 0.0650
11. H 0.1854
12. H 0.1900
13. H 0.2307
14. H 0.1961
15. H 0.1955
16. H 0.1823
17. H 0.1867
18. H 0.1852
19. H 0.2088


x.
An isolated ion of composition C7H11O and charge -1, computed with ωB97M-V/def2-TZVPD.

Orbital gap, eV: 5.51
Highest occupied orbital energy, Eh: -0.102
Spin multiplicity: 1
Lowest unoccupied orbital energy, eV: 2.742
Charge: -1

Element x y z (Å)
C  2.79  0.14  -0.22
O  3.25  0.25  -1.45
C  1.26  -0.15  -0.18
C  0.59  -0.01  1.21
C  -0.81  0.42  1.00
C  -1.68  -0.39  0.37
C  -3.42  -0.58  0.26
C  -2.61  0.05  -0.76
H  2.85  1.06  0.44
H  3.34  -0.66  0.35
H  0.86  0.58  -0.89
H  1.01  -1.13  -0.62
H  0.62  -0.92  1.81
H  1.28  0.65  1.74
H  -1.00  1.49  1.00
H  -1.35  -1.42  0.32
H  -3.95  0.06  0.98
H  -2.74  1.14  -0.77
H  -2.53  -0.37  -1.76

natural (NBO) atomic charges, in units of e:
1. C 0.0153
2. O -0.9157
3. C -0.4136
4. C -0.4939
5. C 0.0543
6. C -0.3038
7. C -0.3783
8. C -0.4385
9. H 0.0387
10. H 0.0704
11. H 0.1988
12. H 0.1883
13. H 0.2106
14. H 0.2175
15. H 0.1867
16. H 0.2258
17. H 0.1333
18. H 0.1788
19. H 0.2252


Most stable structure: x


w.
An isolated ion of composition C4H6NS and charge +1, computed with ωB97M-V/def2-TZVPD.

Orbital gap, eV: 8.50
Highest occupied orbital energy, Eh: -0.531
Spin multiplicity: 1
Lowest unoccupied orbital energy, eV: -5.939
Charge: +1

Element x y z (Å)
C  0.22  -0.03  -0.31
C  0.61  -0.28  -1.66
C  0.52  1.17  -1.01
C  -0.86  -0.40  2.00
N  -0.45  -0.45  0.68
S  -0.64  -2.22  1.61
H  1.56  -0.55  -1.89
H  0.00  -0.65  -2.43
H  -0.18  1.81  -1.40
H  1.32  1.83  -0.79
H  -0.13  -0.04  2.88
H  -1.97  -0.19  2.32

natural (NBO) atomic charges, in units of e:
1. C 0.4390
2. C -0.4214
3. C -0.4465
4. C -0.3196
5. N -0.3028
6. S 0.3746
7. H 0.2701
8. H 0.2807
9. H 0.2708
10. H 0.2859
11. H 0.2793
12. H 0.2898


x.
An isolated ion of composition C4H6NS and charge +1, computed with ωB97M-V/def2-TZVPD.

Orbital gap (spin up / spin down), eV: 8.52 / 8.52
Highest occupied orbital energy (spin up / spin down), Eh: -0.514 / -0.514
Spin multiplicity: 1
Lowest unoccupied orbital energy (spin up / spin down), eV: -5.478 / -5.477
Charge: +1

Element x y z (Å)
C  0.48  0.64  2.75
C  -1.02  0.61  -0.56
C  0.12  0.52  1.42
C  0.91  -0.86  -0.36
N  -0.04  0.11  0.16
S  -2.07  1.79  0.09
H  0.55  1.00  3.73
H  -1.15  0.25  -1.58
H  0.57  -1.25  -1.32
H  1.02  -1.68  0.35
H  1.89  -0.39  -0.48
H  -2.86  1.93  -0.99

natural (NBO) atomic charges, in units of e:
1. C -0.0382
2. C 0.0352
3. C 0.0563
4. C -0.4099
5. N -0.3663
6. S 0.2817
7. H 0.2696
8. H 0.2610
9. H 0.2349
10. H 0.2520
11. H 0.2475
12. H 0.1762


Most stable structure: x